Below is a molecular structure, C28H28BF3FeO6 at a distorted geometry, with properties calculated with wB97M-V/def2-TZVPD.

Summary:
Charge: +2
E_tot: -84972.3793 eV
Frontier orbital gap (spin up / spin down): 7.10 / 6.35 eV
ΔE to the lowest compared entry with this formula, charge and spin: 3.5 kcal per mole
2S+1: 5

Each line ends with the Mulliken spin population.
Element x y z (Å)
C 1.629 -0.611 5.421  0.011
C 0.569 -0.709 4.433  0.202
C -0.747 -0.257 4.474  0.078
C -1.397 -0.728 3.338  0.057
C -0.370 -1.325 2.462  0.235
B 1.025 1.901 -1.093  -0.102
C -0.634 -2.667 1.872  0.046
C -1.948 -3.159 1.803  0.044
C -2.200 -4.417 1.260  -0.018
C -1.134 -5.183 0.810  0.028
C -1.430 -6.526 0.198  0.000
F -0.349 -7.073 -0.431  0.000
F -1.845 -7.435 1.140  0.001
F -2.431 -6.444 -0.737  0.001
C 0.179 -4.731 0.918  -0.008
C 0.422 -3.465 1.435  0.027
O 0.031 1.865 -2.029  0.103
C -0.965 2.830 -1.617  0.005
C -0.977 3.922 -2.676  0.000
C -2.303 2.124 -1.621  -0.001
C -0.455 3.331 -0.191  0.005
C -0.427 4.832 0.014  0.000
C -1.192 2.714 0.998  -0.013
O 0.916 2.891 -0.135  -0.004
O 0.811 -1.398 3.296  -0.029
H 1.178 -0.474 6.409  0.002
H 2.260 -1.506 5.430  0.007
H 2.261 0.266 5.225  0.026
H -1.173 0.328 5.288  0.004
H -2.446 -0.618 3.077  -0.006
H -2.777 -2.554 2.167  0.001
H -3.219 -4.786 1.191  0.000
H 1.006 -5.357 0.600  0.000
H 1.446 -3.091 1.483  -0.003
H -1.722 4.687 -2.426  0.000
H 0.012 4.384 -2.777  0.000
H -1.254 3.481 -3.642  0.000
H -3.092 2.833 -1.341  0.000
H -2.518 1.752 -2.631  0.000
H -2.322 1.271 -0.933  0.000
H 0.141 5.336 -0.775  0.000
H -1.448 5.233 0.042  0.000
H 0.052 5.050 0.975  0.000
H -2.209 3.118 1.076  0.000
H -1.243 1.618 0.937  0.008
H -0.655 2.969 1.922  0.000
O 4.608 0.876 -5.649  0.106
C 3.764 0.666 -4.876  -0.119
Fe 2.302 0.705 -3.914  2.749
C 2.575 2.331 -3.267  -0.014
O 2.819 3.462 -3.121  0.013
C 1.277 1.275 -5.249  -0.099
O 0.736 1.846 -6.104  0.066
C 0.410 -0.425 0.579  0.161
C -0.413 -0.762 -0.514  0.148
C -0.061 -0.855 -1.856  -0.066
C 1.208 -0.870 -2.468  0.201
C 2.329 -0.102 -2.026  -0.032
C 2.115 0.785 -0.810  0.014
C 1.642 0.123 0.440  0.031
H -0.087 -0.403 1.626  0.107
H -1.432 -1.090 -0.279  0.007
H -0.896 -1.108 -2.523  0.001
H 1.365 -1.607 -3.282  -0.011
H 3.321 -0.589 -2.036  0.026
H 3.048 1.334 -0.608  0.000
H 2.311 0.185 1.300  0.004

Forces on the atoms, in the same order (eV/Å):
C 0.39 0.06 0.64
C -0.22 -0.51 -0.97
C -0.74 0.01 -0.36
C 1.26 0.76 -0.44
C -1.25 -3.74 5.02
B -0.26 0.59 1.41
C -0.39 -0.13 -0.39
C 0.09 0.09 -0.12
C 0.10 0.44 0.16
C 0.13 -0.09 -0.05
C -0.44 -1.78 -0.58
F -0.88 0.66 0.63
F 0.43 1.10 -0.90
F 0.93 0.10 0.96
C -0.11 0.20 0.07
C 0.27 -0.03 -0.14
O 0.81 -0.22 0.35
C -0.36 0.86 -0.09
C 0.04 0.12 -0.04
C -0.26 -0.10 0.16
C -0.36 0.52 0.15
C -0.21 0.31 -0.21
C -0.04 -0.19 0.12
O -0.08 -1.12 -0.90
O -0.83 1.20 -0.50
H 0.16 0.00 -0.16
H -0.10 0.18 -0.09
H -0.03 -0.14 -0.02
H 0.09 -0.34 -0.24
H 0.33 0.05 0.07
H 0.13 -0.25 -0.11
H 0.16 0.02 -0.01
H -0.15 0.07 -0.02
H -0.27 -0.14 0.04
H 0.25 -0.09 -0.12
H -0.25 0.02 0.02
H 0.05 0.09 0.19
H 0.10 -0.23 -0.04
H 0.04 0.12 0.22
H -0.06 0.22 -0.13
H -0.14 -0.06 0.21
H 0.23 0.03 -0.05
H -0.11 -0.06 -0.20
H 0.22 -0.19 -0.05
H -0.07 0.23 -0.04
H -0.10 0.00 -0.28
O -3.03 -0.81 2.93
C 6.72 0.48 -5.35
Fe -2.31 -2.48 3.25
C 1.78 6.95 0.92
O -0.92 -4.06 -0.17
C -4.20 2.97 -5.65
O 1.94 -2.20 3.09
C 2.12 1.55 -1.97
C -0.61 -0.55 -1.57
C -2.08 -0.37 0.69
C 2.76 0.73 0.19
C -1.14 -2.73 1.72
C 0.38 0.94 -1.15
C -0.07 -0.45 0.99
H 0.59 0.92 -1.15
H 0.23 0.31 -0.19
H 0.31 -0.12 0.37
H -0.16 0.32 0.47
H -0.30 0.14 -0.69
H -0.20 -0.32 0.13
H -0.30 0.16 -0.02


Below is a molecular structure, C28H28Cl4N8O2RuS3 at a distorted geometry, with properties calculated with wB97M-V/def2-TZVPD.

Summary:
Charge: +1
E_tot: -130680.0003 eV
Frontier orbital gap (spin up / spin down): 6.34 / 6.03 eV
ΔE to the lowest compared entry with this formula, charge and spin: 4.1 kcal per mole
2S+1: 2

Each line ends with the Mulliken spin population.
Element x y z (Å)
Ru -0.168 0.069 -0.092  0.849
Cl -2.075 -6.643 -0.521  0.000
C -1.654 -5.092 0.092  0.000
C -1.697 -4.844 1.463  -0.001
Cl -2.133 -6.100 2.557  0.000
C -1.381 -3.576 1.943  0.005
Cl -1.377 -3.206 3.631  0.001
C -1.035 -2.554 1.063  0.000
O -0.740 -1.303 1.455  0.030
C -0.938 -2.817 -0.286  0.002
O -0.552 -1.797 -1.057  0.043
C -1.263 -4.076 -0.777  -0.008
Cl -1.158 -4.313 -2.485  0.000
S 5.955 -1.063 1.998  0.000
C 4.308 -0.689 1.506  -0.001
C 3.863 0.581 1.150  0.014
C 2.544 0.751 0.802  0.001
N 1.648 -0.251 0.784  -0.047
C 2.074 -1.469 1.143  -0.006
C 3.378 -1.724 1.509  -0.004
C 6.873 0.171 1.108  0.000
C 7.336 -0.084 -0.174  0.000
C 8.061 0.908 -0.820  0.000
N 8.341 2.091 -0.279  0.000
C 7.908 2.314 0.959  0.000
C 7.178 1.391 1.696  0.000
H 4.528 1.432 1.132  0.000
H 2.170 1.732 0.537  0.016
H 1.344 -2.262 1.118  0.003
H 3.664 -2.731 1.780  0.000
H 7.135 -1.030 -0.659  0.000
H 8.436 0.738 -1.823  0.000
H 8.158 3.277 1.391  0.000
H 6.865 1.615 2.707  0.000
C -3.506 -0.186 3.609  -0.001
N -2.344 0.282 2.865  -0.006
C -2.025 1.491 2.466  -0.019
S -0.542 1.786 1.587  0.037
N -2.723 2.601 2.746  0.004
C -3.912 2.819 3.567  -0.001
H -3.299 -1.211 3.902  0.000
H -4.412 -0.181 3.000  0.000
H -3.671 0.394 4.512  0.000
H -1.728 -0.459 2.468  0.005
H -2.249 3.431 2.426  0.005
H -3.670 2.860 4.629  0.000
H -4.661 2.055 3.392  0.000
H -4.341 3.772 3.267  0.000
N -6.466 3.235 0.655  -0.001
C -5.554 2.681 0.233  -0.002
C -4.406 1.959 -0.254  0.000
C -4.296 0.594 -0.021  0.005
C -3.144 -0.040 -0.442  0.001
N -2.125 0.596 -1.037  -0.009
C -2.270 1.906 -1.279  -0.003
C -3.390 2.629 -0.923  0.000
H -5.080 0.043 0.479  0.000
H -3.017 -1.110 -0.319  -0.005
H -1.436 2.382 -1.781  0.004
H -3.452 3.687 -1.130  0.000
C -1.707 -1.045 -4.528  0.000
N -0.707 -0.723 -3.517  -0.005
C 0.080 0.317 -3.424  -0.026
S 1.055 0.584 -1.988  0.117
N 0.267 1.217 -4.396  0.005
C -0.209 1.239 -5.776  0.000
H -2.119 -2.014 -4.257  0.000
H -1.280 -1.129 -5.523  0.000
H -2.518 -0.317 -4.535  0.000
H -0.702 -1.343 -2.680  -0.005
H 0.916 1.941 -4.135  0.004
H -1.293 1.224 -5.836  0.000
H 0.203 0.416 -6.359  0.000
H 0.138 2.170 -6.215  0.000

Forces on the atoms, in the same order (eV/Å):
Ru -1.29 -2.65 0.30
Cl 0.03 0.06 -0.04
C -0.03 -0.10 0.06
C -0.04 -0.17 0.01
Cl 0.01 0.08 0.00
C 0.05 0.27 0.03
Cl -0.06 -0.08 0.01
C -0.09 0.46 0.76
O -0.13 0.49 -0.22
C 0.16 0.37 -0.84
O 0.40 0.32 -0.20
C 0.11 0.12 -0.12
Cl -0.04 -0.06 0.01
S -0.03 -0.10 -0.03
C 0.03 -0.02 0.00
C 0.06 -0.01 -0.02
C -0.12 -0.04 0.13
N 0.71 -0.01 -0.22
C -0.10 0.02 -0.03
C -0.03 0.03 0.11
C 0.08 0.20 0.04
C -0.09 -0.04 0.01
C 0.03 0.03 -0.05
N -0.05 -0.06 0.05
C 0.04 0.03 -0.02
C 0.00 -0.05 0.05
H 0.00 0.00 0.01
H 0.02 0.00 -0.07
H 0.02 -0.04 -0.03
H 0.01 0.00 -0.03
H 0.01 0.01 0.00
H 0.00 0.01 0.02
H 0.00 -0.02 -0.02
H -0.01 0.00 -0.02
C -0.02 0.02 0.06
N 0.13 -0.16 -0.31
C -0.37 0.01 0.16
S 0.49 0.35 -0.31
N 0.19 -0.01 -0.13
C 0.05 -0.02 0.03
H 0.00 -0.02 -0.02
H 0.00 0.03 0.00
H 0.01 0.00 0.00
H 0.00 0.10 0.12
H -0.08 0.06 -0.06
H 0.00 -0.02 0.00
H -0.02 0.02 -0.03
H 0.01 0.01 0.02
N 0.02 0.04 0.02
C 0.01 -0.09 -0.01
C -0.12 0.11 0.13
C -0.02 0.05 -0.19
C 0.08 -0.37 -0.27
N -0.18 0.38 1.00
C 0.09 -0.07 -0.28
C -0.01 -0.09 -0.11
H -0.01 -0.01 -0.03
H 0.07 0.03 0.18
H 0.06 0.07 0.14
H -0.02 0.00 -0.01
C -0.05 -0.05 -0.05
N -0.02 -0.32 0.43
C -0.13 0.05 -0.40
S 0.04 0.48 0.14
N -0.02 0.12 0.26
C 0.09 -0.04 -0.09
H -0.01 0.00 0.00
H 0.00 -0.01 0.02
H 0.03 0.01 0.01
H 0.04 0.21 -0.10
H 0.00 0.06 -0.02
H 0.01 0.01 0.03
H 0.01 -0.01 0.02
H 0.00 -0.01 -0.01


Q: Look up the 2S+1 of the first one.
A: 5


Q: Number 2 is which compound?
A: C28H28Cl4N8O2RuS3


Q: Which formula does entry 1 have?
A: C28H28BF3FeO6


Q: What is the formula in the first record?
A: C28H28BF3FeO6